1.
Formula: C4H6NP
Source: the Open Molecules 2025 dataset
Level of theory: wB97M-V/def2-TZVPD

Calculated values
**HOMO-LUMO gap (alpha / beta)**: 0.3266 / 0.2058 Eh
**E_LUMO (alpha / beta)**: -0.09 / -0.85 eV
**Charge**: 0
**E_HOMO (alpha / beta)**: -8.977 / -6.448 eV
**ΔE to the lowest compared entry with this formula, charge and spin**: 4.618 eV
**Total energy**: -15018.5262 eV
**Spin multiplicity**: 1
**Strongest force on any atom**: 3.46 eV/A

Each line ends with the Mulliken charge.
Cartesian coordinates (Å):
P: 1.8135 1.0926 0.3022  -0.20
H: -3.6559 1.0707 -0.4918  0.27
C: -3.1411 0.8273 0.4435  -0.37
N: 0.3855 0.9713 -0.4234  -0.10
C: 2.5768 -0.5730 -0.0426  -0.82
C: -0.8794 1.1003 -0.5023  -0.10
C: -1.8814 0.8125 0.6861  -0.17
H: -1.1500 1.0023 -1.5185  0.39
H: 3.2695 -0.3977 -0.8402  0.27
H: -1.3428 0.8435 1.6789  0.25
H: 2.0638 -1.4848 -0.4017  0.32
H: 3.0649 -0.6094 0.8640  0.26

2.
Formula: C4H6NPS
Source: the Open Molecules 2025 dataset
Level of theory: wB97M-V/def2-TZVPD

Calculated values
**HOMO-LUMO gap**: 0.2982 Eh
**E_LUMO**: 0.61 eV
**Charge**: 0
**E_HOMO**: -7.507 eV
**ΔE to the lowest compared entry with this formula, charge and spin**: 1.806 eV
**Total energy**: -25855.0642 eV
**Spin multiplicity**: 1
**Strongest force on any atom**: 3.58 eV/A
**SMILES**: PC1=CS1.CC#N

Each line ends with the Mulliken charge.
Cartesian coordinates (Å):
H: 1.4432 0.2102 3.2480  0.05
N: -0.0266 -1.4892 -0.0427  -0.41
C: -0.2078 0.9669 1.6944  -0.10
H: -0.6580 -0.3054 -2.8942  0.28
C: -0.0210 -1.2450 -1.1724  0.45
S: -0.1015 2.8028 1.0330  -0.28
C: -0.0360 -1.0790 -2.5925  -0.86
P: 0.7737 -0.3471 2.1930  -0.08
H: 0.9573 -0.8438 -2.9902  0.27
C: -1.2852 1.6512 1.5565  0.00
H: 1.8254 0.0942 1.5347  0.00
H: -2.3281 1.6667 1.5672  0.42
H: -0.3354 -2.0825 -3.1349  0.26

3.
Formula: C4H6NS
Source: the Open Molecules 2025 dataset
Level of theory: wB97M-V/def2-TZVPD

Calculated values
**HOMO-LUMO gap (alpha / beta)**: 0.2815 / 0.2813 Eh
**E_LUMO (alpha / beta)**: -5.85 / -5.85 eV
**Charge**: +1
**E_HOMO (alpha / beta)**: -13.505 / -13.503 eV
**ΔE to the lowest compared entry with this formula, charge and spin**: 4.544 eV
**Total energy**: -16558.0276 eV
**Spin multiplicity**: 1
**Strongest force on any atom**: 5.18 eV/A

Each line ends with the Mulliken charge.
Cartesian coordinates (Å):
C: 1.5832 -0.0488 -0.2908  -0.47
H: 1.1431 -2.2316 -1.0261  0.24
H: -2.1181 0.0082 2.2557  0.28
C: -2.1768 0.9899 1.6815  -0.29
S: -1.5965 1.3849 0.1859  0.22
C: -0.9827 0.0735 -0.7595  0.08
H: 1.6887 -0.3149 0.7177  0.29
H: -2.5862 1.8113 2.2910  0.29
H: 2.1362 0.7277 -0.6211  0.31
C: 1.1875 -1.0612 -1.3264  -0.30
N: 0.2065 -0.2670 -0.7146  0.08
H: 1.5151 -1.0719 -2.3933  0.28

4.
Formula: C4H6O
Source: the Open Molecules 2025 dataset
Level of theory: wB97M-V/def2-TZVPD

Calculated values
**HOMO-LUMO gap**: 0.3792 Eh
**E_LUMO**: 0.69 eV
**Charge**: 0
**E_HOMO**: -9.626 eV
**ΔE to the lowest compared entry with this formula, charge and spin**: 2.753 eV
**Total energy**: -6289.1648 eV
**Spin multiplicity**: 1
**Strongest force on any atom**: 6.57 eV/A
**SMILES**: C#CCCO

Each line ends with the Mulliken charge.
Cartesian coordinates (Å):
C: -0.9776 -0.4535 0.2215  -0.24
C: 2.7255 -0.0882 -0.1445  -0.09
C: 0.1446 0.5342 0.1772  -0.41
H: 3.7858 -0.3410 -0.1548  0.39
H: -3.0192 -0.3351 -0.6604  0.33
H: -0.7570 -1.1686 -0.6030  0.29
C: 1.4837 0.0833 -0.0274  -0.42
H: 0.0142 1.0689 -0.7918  0.21
H: -0.0649 1.3980 0.9501  0.29
H: -1.1783 -0.9270 1.2302  0.22
O: -2.1569 0.2291 -0.1970  -0.57

5.
Formula: C4H6O
Source: the Open Molecules 2025 dataset
Level of theory: wB97M-V/def2-TZVPD

Calculated values
**HOMO-LUMO gap**: 0.3883 Eh
**E_LUMO**: 1.19 eV
**Charge**: 0
**E_HOMO**: -9.374 eV
**ΔE to the lowest compared entry with this formula, charge and spin**: 1.690 eV
**Total energy**: -6290.2274 eV
**Spin multiplicity**: 1
**Strongest force on any atom**: 0.43 eV/A

Each line ends with the Mulliken charge.
Cartesian coordinates (Å):
C: 1.2671 -0.2133 -0.0184  -0.34
C: -0.4451 0.8202 -0.3636  -0.04
H: 2.1062 0.3673 0.3731  0.26
H: -0.0820 0.0970 1.8394  0.35
H: -2.1792 -0.4718 0.2302  0.28
C: -0.0185 -0.0611 0.7677  -0.33
O: 0.7110 0.5170 -1.1434  -0.42
C: -1.1620 -0.4604 -0.1503  -0.57
H: -0.8514 1.8267 -0.3632  0.37
H: 1.5914 -1.2401 -0.2395  0.24
H: -0.9375 -1.1813 -0.9320  0.19

6.
Formula: C4H6O
Source: the Open Molecules 2025 dataset
Level of theory: wB97M-V/def2-TZVPD

Calculated values
**HOMO-LUMO gap**: 0.3559 Eh
**E_LUMO**: 1.00 eV
**Charge**: 0
**E_HOMO**: -8.689 eV
**ΔE to the lowest compared entry with this formula, charge and spin**: 4.373 eV
**Total energy**: -6287.5449 eV
**Spin multiplicity**: 1
**Strongest force on any atom**: 0.40 eV/A

Each line ends with the Mulliken charge.
Cartesian coordinates (Å):
H: -0.1410 -0.0292 1.7003  0.44
C: -1.3630 -0.4353 -0.5734  -0.67
H: 1.6173 -1.1262 -0.5974  0.27
C: 1.2823 -0.1806 -0.1579  -0.44
H: -0.8898 1.7291 -0.2018  0.41
O: 0.7373 0.7126 -1.1366  -0.44
H: -0.5905 -1.2277 0.2653  0.15
H: -2.2253 -0.2433 0.0895  0.19
C: -0.5059 0.7377 -0.4331  -0.01
C: -0.0202 -0.2226 0.6408  -0.15
H: 2.0988 0.2854 0.4042  0.24

7.
Formula: C4H6O
Source: the Open Molecules 2025 dataset
Level of theory: wB97M-V/def2-TZVPD

Calculated values
**HOMO-LUMO gap (alpha / beta)**: 0.3477 / 0.3477 Eh
**E_LUMO (alpha / beta)**: 0.25 / 0.25 eV
**Charge**: 0
**E_HOMO (alpha / beta)**: -9.215 / -9.215 eV
**ΔE to the lowest compared entry with this formula, charge and spin**: 3.906 eV
**Total energy**: -6288.0116 eV
**Spin multiplicity**: 1
**Strongest force on any atom**: 1.07 eV/A
**SMILES**: C=C=COC

Each line ends with the Mulliken charge.
Cartesian coordinates (Å):
H: 1.0235 -1.0376 1.8385  0.26
C: -1.2618 0.5957 -0.2903  -0.65
H: -1.5060 1.4777 -0.8819  0.28
C: 1.6108 -0.6724 -0.1618  -0.25
H: -1.2918 -0.3000 -0.9345  0.33
C: 0.8905 -1.2710 0.7844  -0.11
C: 1.1271 0.5036 -0.4994  -0.39
O: -0.0084 0.8098 0.3135  -0.36
H: 1.4088 1.2876 -1.1943  0.40
H: -2.0081 0.4700 0.5050  0.22
H: 0.0154 -1.8633 0.5208  0.26

8.
Formula: C4H6O
Source: the Open Molecules 2025 dataset
Level of theory: wB97M-V/def2-TZVPD

Calculated values
**HOMO-LUMO gap**: 0.3820 Eh
**E_LUMO**: 0.77 eV
**Charge**: 0
**E_HOMO**: -9.626 eV
**ΔE to the lowest compared entry with this formula, charge and spin**: 3.023 eV
**Total energy**: -6288.8947 eV
**Spin multiplicity**: 1
**Strongest force on any atom**: 0.56 eV/A
**SMILES**: C1=CC1.C=O

Each line ends with the Mulliken charge.
Cartesian coordinates (Å):
C: 0.7370 -0.8227 0.3515  -0.51
H: 1.2774 -0.6626 1.2723  0.41
H: 1.3485 -1.0473 -1.8024  0.21
C: 0.6616 -0.5389 -1.1227  -0.41
H: -1.1334 0.8338 1.6349  0.30
C: -0.2632 -1.3542 -0.2713  -0.18
H: 0.3318 0.4449 -1.4707  0.16
C: -0.7306 1.4780 0.8302  -0.19
O: -1.3074 1.6549 -0.2128  -0.41
H: -1.1701 -1.9376 -0.2569  0.32
H: 0.2483 1.9517 1.0480  0.28

9.
Formula: C4H6O
Source: the Open Molecules 2025 dataset
Level of theory: wB97M-V/def2-TZVPD

Calculated values
**HOMO-LUMO gap**: 0.3784 Eh
**E_LUMO**: 0.84 eV
**Charge**: 0
**E_HOMO**: -9.456 eV
**ΔE to the lowest compared entry with this formula, charge and spin**: 1.922 eV
**Total energy**: -6289.9961 eV
**Spin multiplicity**: 1
**Strongest force on any atom**: 3.04 eV/A
**SMILES**: CC#CCO

Each line ends with the Mulliken charge.
Cartesian coordinates (Å):
C: -1.0693 -0.2218 1.4740  -0.53
H: -1.9625 0.3557 1.4672  0.27
O: -0.2921 0.2019 2.6290  -0.54
H: 2.0551 0.2060 -1.7233  0.26
H: 0.7786 1.1895 -2.4877  0.30
H: -1.4869 -1.3050 1.6985  0.22
H: 0.4699 -0.4486 -2.9173  0.28
C: 0.9907 0.1699 -2.0891  -1.09
H: 0.6714 -0.0550 2.5857  0.31
C: 0.2099 0.0318 -0.8446  0.63
C: -0.3648 -0.1243 0.2076  -0.11

10.
Formula: C4H6O2
Source: the Open Molecules 2025 dataset
Level of theory: wB97M-V/def2-TZVPD

Calculated values
**HOMO-LUMO gap**: 0.3947 Eh
**E_LUMO**: 0.64 eV
**Charge**: 0
**E_HOMO**: -10.102 eV
**ΔE to the lowest compared entry with this formula, charge and spin**: 1.889 eV
**Total energy**: -8338.5718 eV
**Spin multiplicity**: 1
**Strongest force on any atom**: 3.52 eV/A
**SMILES**: O=CCCC=O

Each line ends with the Mulliken charge.
Cartesian coordinates (Å):
C: -1.0118 1.1071 0.6943  -0.03
O: -1.8839 1.8522 0.3560  -0.44
C: 1.1023 -0.0941 -0.1741  -0.47
O: 0.9639 -2.3965 -0.5553  -0.44
H: 1.7922 0.4260 0.5870  0.28
C: 0.0162 0.9140 -0.4414  -0.50
H: -0.6838 0.6595 -1.3470  0.26
H: 1.8348 -0.0866 -1.0443  0.29
H: 0.1899 -1.7524 1.1227  0.31
C: 0.6927 -1.4771 0.1661  0.02
H: 0.4484 1.8194 -0.8443  0.37
H: -1.0178 0.5893 1.6511  0.35

11.
Formula: C4H6O2
Source: the Open Molecules 2025 dataset
Level of theory: wB97M-V/def2-TZVPD

Calculated values
**HOMO-LUMO gap (alpha / beta)**: 0.2476 / 0.2475 Eh
**E_LUMO (alpha / beta)**: -0.42 / -0.43 eV
**Charge**: 0
**E_HOMO (alpha / beta)**: -7.162 / -7.160 eV
**ΔE to the lowest compared entry with this formula, charge and spin**: 6.537 eV
**Total energy**: -8333.9244 eV
**Spin multiplicity**: 1
**Strongest force on any atom**: 0.49 eV/A

Each line ends with the Mulliken charge.
Cartesian coordinates (Å):
H: -0.1611 -1.1342 -1.4779  0.24
O: 1.0863 -1.2538 1.2346  -0.41
H: 1.1896 1.3663 -0.7929  0.43
H: -0.9751 0.4218 -1.8675  0.25
C: 1.0373 -0.0161 0.8777  0.12
C: -0.5075 -0.1761 -1.0711  -0.27
H: 1.6150 0.6179 1.5519  0.37
C: -1.2085 -0.1489 0.2972  -0.81
H: -2.2938 -0.0051 0.2910  0.12
C: 0.4748 0.6790 -0.3206  -0.01
O: -0.5370 1.2916 0.4737  -0.43
H: 0.2801 -1.6424 0.8039  0.40

12.
Formula: C4H6O2
Source: the Open Molecules 2025 dataset
Level of theory: wB97M-V/def2-TZVPD

Calculated values
**HOMO-LUMO gap**: 0.3849 Eh
**E_LUMO**: 0.73 eV
**Charge**: 0
**E_HOMO**: -9.743 eV
**ΔE to the lowest compared entry with this formula, charge and spin**: 1.699 eV
**Total energy**: -8338.7623 eV
**Spin multiplicity**: 1
**Strongest force on any atom**: 0.52 eV/A
**SMILES**: O=C[C@@H]1C[C@@H]1O

Each line ends with the Mulliken charge.
Cartesian coordinates (Å):
H: 0.1003 -1.6651 1.7890  0.32
C: 0.7357 -0.2596 0.6493  0.01
C: 0.5093 -0.7301 -0.7433  -0.69
C: 0.1538 0.6983 -0.3581  -0.01
H: 0.8037 1.4990 -0.7022  0.36
H: 1.3213 -0.8933 -1.4479  0.26
H: -1.9845 0.2671 -0.0416  0.29
C: -1.2823 1.0818 -0.3134  -0.13
H: 1.7491 -0.0450 0.9933  0.33
H: -0.3341 -1.4141 -0.8208  0.27
O: -0.1319 -0.7398 1.6327  -0.52
O: -1.6784 2.1930 -0.5793  -0.49

Among the records above, which one has the lowest strongest force on any atom? number 6

ΔE to the lowest compared entry with this formula, charge and spin of number 3 (C4H6NS)? 4.544 eV

Please write out number 10 again, unchanged.
Formula: C4H6O2
Source: the Open Molecules 2025 dataset
Level of theory: wB97M-V/def2-TZVPD

Calculated values
**HOMO-LUMO gap**: 0.3947 Eh
**E_LUMO**: 0.64 eV
**Charge**: 0
**E_HOMO**: -10.102 eV
**ΔE to the lowest compared entry with this formula, charge and spin**: 1.889 eV
**Total energy**: -8338.5718 eV
**Spin multiplicity**: 1
**Strongest force on any atom**: 3.52 eV/A
**SMILES**: O=CCCC=O

Each line ends with the Mulliken charge.
Cartesian coordinates (Å):
C: -1.0118 1.1071 0.6943  -0.03
O: -1.8839 1.8522 0.3560  -0.44
C: 1.1023 -0.0941 -0.1741  -0.47
O: 0.9639 -2.3965 -0.5553  -0.44
H: 1.7922 0.4260 0.5870  0.28
C: 0.0162 0.9140 -0.4414  -0.50
H: -0.6838 0.6595 -1.3470  0.26
H: 1.8348 -0.0866 -1.0443  0.29
H: 0.1899 -1.7524 1.1227  0.31
C: 0.6927 -1.4771 0.1661  0.02
H: 0.4484 1.8194 -0.8443  0.37
H: -1.0178 0.5893 1.6511  0.35